[1]
ORCA calculation (wB97M-V/def2-TZVPD) on C6H9NO2S as an isolated structure at a distorted geometry.

Atoms and positions in Å:
S (-2.84160, -1.30744, 0.02213)
O (-0.69902, 2.43737, -1.32069)
O (-2.56727, 1.83622, -0.24273)
N (0.74624, 0.54734, -0.00908)
C (-1.38822, 1.69556, -0.36758)
C (-1.36536, -0.82655, -0.38302)
C (-0.94976, 0.77028, 2.03353)
C (0.71270, -0.19187, -1.28905)
C (-0.27294, -1.34688, -1.15736)
C (-0.54497, 0.78399, 0.49469)
H (-1.99098, 0.23280, 1.98927)
H (-0.57752, -1.70394, -2.16578)
H (0.22867, 2.39456, -1.29623)
H (1.45389, 0.24716, 0.62468)
H (-0.25839, 0.53494, 2.79411)
H (1.75328, -0.49340, -1.56479)
H (0.10044, -2.29914, -0.71074)
H (-1.18813, 1.85030, 2.07932)
H (0.20049, 0.42199, -2.13261)

Calculated values
Gap between HOMO and LUMO: 7.6360 eV
Energy above the lowest of the compared OMol25 structures with the same formula, charge and spin: 58.5 kcal/mol
Net charge: 0
HOMO energy: -0.2891 hartree



[2]
ORCA calculation (wB97M-V/def2-TZVPD) on C27H39BF6N6O2PS3Ti as an isolated structure.

Atoms and positions in Å:
Ti (1.12976, -4.69550, 2.72192)
S (1.61117, -2.95388, -1.94393)
S (-0.04937, -2.33604, 2.72947)
S (-1.40455, -2.64770, 0.35448)
P (1.59494, -7.02027, 5.53051)
F (1.73792, -5.78178, 6.36375)
F (2.40955, -7.06478, 4.25972)
F (0.23606, -7.63902, 5.48316)
F (2.36575, -8.00655, 6.37296)
F (0.59906, -5.64558, 4.28405)
F (2.76839, -3.98597, 2.53551)
O (0.60369, -5.33762, 1.36737)
O (1.40350, -3.21609, -0.54929)
N (-0.07305, -0.83778, -1.63768)
N (-0.64544, 0.20610, -2.07173)
N (-1.57953, -0.24210, 0.38771)
N (1.81863, -0.07445, 0.05053)
N (-1.80183, 1.04790, 0.53348)
N (0.94561, -0.83529, 0.72751)
C (-4.57945, 3.17550, 0.35772)
C (-3.01068, 1.36507, 0.98725)
C (2.90822, 0.33586, 0.65911)
C (2.46539, -1.15496, 4.14460)
C (3.94446, 2.57099, 0.53016)
C (1.57873, -2.15343, -4.84340)
C (-3.65779, 3.02751, 2.69714)
C (5.27886, 0.50784, -0.03684)
C (-2.42437, -1.23243, 0.66735)
C (0.21073, -0.15076, -4.28116)
C (3.12183, 0.00869, 2.01926)
C (-3.71337, -0.99778, 1.13927)
C (-3.96714, 0.35490, 1.28441)
C (-1.06261, 2.27596, -5.17563)
C (-3.34051, 2.82536, 1.20433)
C (-0.35805, 2.97616, -2.85110)
C (3.47351, 1.30743, -1.58180)
C (-2.17467, 3.72357, 0.79784)
C (-0.50316, 0.62357, -3.38431)
C (1.13335, -1.26591, 1.98271)
C (-4.68974, -2.08671, 1.44271)
C (-1.14717, 1.93255, -3.68975)
C (-2.61432, 1.90404, -3.21751)
C (0.71379, -1.62319, -2.46591)
C (2.25462, -0.79908, 2.70692)
C (3.89654, 1.17661, -0.11906)
C (0.84990, -1.30979, -3.84835)
B (-0.35473, -1.05347, -0.05865)
H (-2.68703, 1.73087, -2.14347)
H (-3.05283, 2.87800, -3.43363)
H (-1.54346, 3.23743, -5.34685)
H (2.49825, 1.78757, -1.67642)
H (3.44560, 0.33106, -2.07589)
H (-2.79684, 2.78920, 3.32364)
H (-4.99657, -2.58719, 0.52177)
H (3.24643, -0.53685, 4.58143)
H (0.67993, 3.04315, -3.17952)
H (-4.80975, 4.23123, 0.49495)
H (0.28331, 0.14102, -5.32019)
H (2.78062, -2.19601, 4.22816)
H (4.26745, 2.52821, 1.57116)
H (2.38392, -2.77068, -4.44961)
H (5.65498, 0.45195, 0.98480)
H (1.55322, -1.00974, 4.72554)
H (0.85088, -2.82028, -5.32163)
H (-4.39877, 3.00883, -0.70586)
H (-3.91244, 4.07370, 2.86335)
H (-1.27407, 3.50224, 1.37097)
H (2.97330, 3.06634, 0.48611)
H (-5.46551, 2.61395, 0.65492)
H (-3.19422, 1.15189, -3.75365)
H (5.99490, 1.09801, -0.60753)
H (-4.24758, -2.83699, 2.09974)
H (-2.44654, 4.76069, 0.98698)
H (5.26684, -0.49995, -0.45708)
H (4.20483, 1.91792, -2.10918)
H (-0.39849, 2.75017, -1.78383)
H (1.98819, -1.51975, -5.62901)
H (-0.03007, 2.37266, -5.51713)
H (-4.93720, 0.66230, 1.65519)
H (4.66464, 3.18911, -0.00457)
H (-5.57990, -1.68931, 1.92375)
H (-0.82485, 3.94787, -3.01498)
H (-4.51051, 2.43422, 3.03009)
H (3.99697, 0.40135, 2.52122)
H (-1.58268, 1.54230, -5.79526)
H (-1.94739, 3.62581, -0.26526)

Calculated values
Gap between HOMO and LUMO (alpha / beta): 4.6189 / 5.0899 eV
Energy above the lowest of the compared OMol25 structures with the same formula, charge and spin: 15.9 kcal/mol
Net charge: +4
HOMO energy (alpha / beta): -0.7246 / -0.7417 hartree
Spin multiplicity: 2
<S²>: 0.76



[3]
ORCA calculation (wB97M-V/def2-TZVPD) on C27H44BrMnNOP2S as an isolated structure at a distorted geometry.

Atoms and positions in Å:
Br (-6.56360, 2.27052, 2.23078)
Mn (-0.74636, -0.35378, 1.21295)
S (0.18297, -0.54371, 3.51011)
P (-1.48488, -1.62607, -1.01313)
P (1.83984, -0.49912, 0.24276)
O (1.45819, -0.97637, 4.14327)
N (3.20279, 4.65383, -2.16390)
C (2.31058, 3.94575, -2.87855)
C (-4.15676, 3.60265, 1.29148)
C (-0.36812, -2.59723, -2.08982)
C (-1.12449, -1.67858, 4.04000)
C (3.76013, -2.69591, -0.12134)
C (-0.91113, -3.86746, -2.71480)
C (3.65828, 0.29337, -1.94529)
C (1.21948, 3.23406, -0.83663)
C (3.06904, 0.54063, 1.18087)
C (-2.53618, -2.78604, -0.04902)
C (-2.81098, 3.61711, 0.91864)
C (-2.08731, 2.39050, 0.99389)
C (-0.73998, 2.14908, 0.54447)
C (-2.51710, -0.44931, -1.98686)
C (2.17251, 3.98960, -0.10953)
C (1.28513, 3.22056, -2.25170)
C (3.14760, 4.70142, -0.82375)
C (-3.88600, -3.16730, -0.63137)
C (0.22648, 2.56071, -0.13273)
C (2.27347, -0.23473, -1.56333)
C (2.49759, -2.20860, 0.58909)
C (4.53750, 0.12129, 1.18369)
C (-0.25313, 1.06535, 4.17577)
C (-3.05027, -0.88219, -3.34486)
C (-4.71190, 2.41343, 1.74827)
C (-2.71965, 1.22285, 1.43228)
C (-4.02197, 1.21706, 1.89888)
H (3.66743, -2.67095, -1.21419)
H (-4.79864, 4.46105, 1.24846)
H (3.86974, 1.28135, -1.51509)
H (2.63545, -2.22485, 1.68082)
H (-3.78897, -3.72991, -1.56443)
H (-1.19938, -4.60769, -1.96354)
H (-1.76119, -3.68016, -3.37229)
H (0.53833, 2.70953, -2.84685)
H (-3.34454, -0.14530, -1.32658)
H (-3.72774, -1.73878, -3.28569)
H (4.46719, -0.39585, -1.66419)
H (2.69609, 0.52227, 2.21548)
H (-2.34923, 0.15691, 1.30985)
H (-1.91733, -3.67826, 0.12840)
H (0.50720, -2.83731, -1.46718)
H (1.51854, 0.47505, -1.93784)
H (3.87953, 5.32079, -0.29149)
H (4.97701, 0.09600, 0.18235)
H (4.65155, -2.12403, 0.16492)
H (0.17362, 1.81440, 3.49723)
H (0.18334, 1.16347, 5.18399)
H (2.39056, 3.96163, -3.97125)
H (-0.84183, -2.11621, 5.01239)
H (4.68757, -0.85841, 1.64973)
H (2.11610, 4.06632, 0.96694)
H (-1.16743, -2.46067, 3.26060)
H (-2.36116, 4.55591, 0.56335)
H (-2.68575, -2.31222, 0.94079)
H (-2.25215, -1.11647, -4.05546)
H (-0.01317, -1.90173, -2.86012)
H (-1.34549, 1.16205, 4.20300)
H (-2.07318, -1.11709, 4.08927)
H (5.13019, 0.84228, 1.76194)
H (2.09969, -1.19123, -2.08270)
H (1.65828, -2.88122, 0.36410)
H (3.72298, 0.40954, -3.03847)
H (-1.87882, 0.43952, -2.12209)
H (2.96421, 1.56974, 0.80727)
H (-4.47561, 0.32643, 2.27852)
H (-0.10854, -4.30382, -3.31931)
H (-4.52500, -2.29381, -0.80653)
H (-3.61813, -0.04309, -3.76185)
H (-4.39459, -3.81051, 0.09917)
H (3.94145, -3.73803, 0.17800)

Calculated values
Gap between HOMO and LUMO (alpha / beta): 7.4729 / 7.5489 eV
Energy above the lowest of the compared OMol25 structures with the same formula, charge and spin: 51.0 kcal/mol
Net charge: +2
HOMO energy (alpha / beta): -0.5088 / -0.5260 hartree
Spin multiplicity: 6
<S²>: 8.76



[4]
ORCA calculation (wB97M-V/def2-TZVPD) on an isolated ion of composition C4H13N2 and charge +1 at a distorted geometry.

Atoms and positions in Å:
N (0.93983, 1.11821, -0.06723)
N (-1.51962, 1.12068, 1.04666)
C (0.91393, -0.40445, -0.09421)
C (1.43460, -0.77917, -1.47796)
C (-1.33729, -0.32806, 1.09687)
C (-0.52065, -0.89863, -0.10210)
H (1.08032, -1.76321, -1.94745)
H (-2.27690, 1.29861, 0.46650)
H (-1.91007, 1.53161, 2.01091)
H (1.71026, 1.53013, -0.66811)
H (-0.68266, -0.61582, 2.11689)
H (-1.05562, -0.57637, -0.98185)
H (-2.26077, -0.94726, 1.07100)
H (0.93041, 1.56747, 0.89352)
H (-0.03287, 1.58571, -0.39296)
H (-0.58869, -1.93670, 0.00102)
H (2.54453, -0.78227, -1.53922)
H (1.44013, -0.75837, 0.84044)
H (1.19113, 0.03789, -2.27271)

Calculated values
Gap between HOMO and LUMO: 10.9413 eV
Energy above the lowest of the compared OMol25 structures with the same formula, charge and spin: 43.0 kcal/mol
Net charge: +1
HOMO energy: -0.5181 hartree



[5]
ORCA calculation (wB97M-V/def2-TZVPD) on C42H36AsIrN2OSSi as an isolated structure.

Atoms and positions in Å:
Ir (-0.99670, -0.96316, 0.79979)
As (0.85059, 1.79122, -0.32752)
S (-2.84406, -2.27645, 0.95346)
Si (-6.44762, -1.78430, 1.17487)
O (0.13236, 0.93464, 0.88778)
N (-2.77346, 0.22077, 0.92500)
N (9.38602, 0.64091, 0.05745)
C (0.84970, -6.59516, 0.84987)
C (1.94022, 1.49414, -2.96725)
C (4.18818, -0.81890, 0.25637)
C (2.81996, -1.14845, 0.37872)
C (1.48034, -0.33277, -4.45532)
C (-1.68998, 5.66568, -1.14853)
C (-5.08222, -0.50196, 1.05307)
C (4.35688, 2.45203, 1.80733)
C (4.27242, 4.17280, 0.12567)
C (4.92515, 3.55320, 1.18403)
C (-0.62047, 4.13247, 0.36110)
C (-0.52570, -4.60972, 0.93503)
C (2.50909, 2.54919, 0.28119)
C (3.05692, 3.67714, -0.32189)
C (5.12843, -1.32857, 1.17653)
C (4.67033, 0.04314, -0.74782)
C (-3.15936, 1.49066, 0.91215)
C (-0.39098, -5.98692, 0.99182)
C (1.11395, 0.90667, -2.01189)
C (-7.11941, -1.76765, 2.92878)
C (-7.83158, -1.25203, 0.01555)
C (0.46452, -0.29252, -2.27048)
C (-3.70417, -0.77549, 0.98463)
C (-4.49124, 1.85687, 0.97452)
C (1.95901, -5.78254, 0.64611)
C (0.66058, -0.91185, -3.49802)
C (5.99718, 0.40896, -0.80574)
C (1.71846, -1.67820, 0.51328)
C (3.14418, 1.94700, 1.35928)
C (-5.95022, -3.52408, 0.72101)
C (-0.53414, 3.74219, -2.01450)
C (6.90691, -0.08435, 0.13317)
C (-1.27763, 4.89735, -2.22637)
C (-0.20392, 3.36172, -0.72119)
C (0.47327, -2.29606, 0.65757)
C (-5.44237, 0.84325, 1.04927)
C (6.45760, -0.96940, 1.11741)
C (0.57589, -3.75985, 0.73077)
C (1.82543, -4.40738, 0.58622)
C (-1.36392, 5.28184, 0.14683)
C (8.28178, 0.31438, 0.08885)
C (2.11960, 0.87337, -4.19390)
H (-1.54042, 5.19027, -3.23488)
H (3.97421, 0.42117, -1.48106)
H (-5.21276, -3.92790, 1.41386)
H (-1.51024, -4.19250, 1.05375)
H (2.68570, 1.08602, 1.83059)
H (0.17602, -1.85979, -3.69349)
H (2.76676, 1.32170, -4.93714)
H (2.70699, -3.80239, 0.41767)
H (-6.49218, 1.11684, 1.10300)
H (-5.51278, -3.56793, -0.27724)
H (4.70737, 5.04405, -0.34757)
H (7.16081, -1.36345, 1.84021)
H (-2.27270, 6.56277, -1.31564)
H (-1.27519, -6.59405, 1.15275)
H (6.34275, 1.08258, -1.57997)
H (-7.47765, -1.22183, -1.01718)
H (2.53714, 4.17547, -1.13306)
H (-0.15954, -0.75443, -1.50054)
H (-7.45111, -0.76600, 3.21231)
H (5.87889, 3.93449, 1.52664)
H (4.86392, 1.97112, 2.63371)
H (1.63098, -0.82530, -5.40806)
H (-4.77213, 2.90118, 0.96600)
H (0.94979, -7.67280, 0.89558)
H (2.46366, 2.41886, -2.75175)
H (-0.37234, 3.82046, 1.36958)
H (-6.84051, -4.16040, 0.74142)
H (-0.22983, 3.13280, -2.85682)
H (-1.69304, 5.87595, 0.98975)
H (-6.34990, -2.07775, 3.63870)
H (-8.22265, -0.26310, 0.26360)
H (4.77888, -2.00100, 1.94899)
H (-8.66273, -1.96012, 0.06752)
H (-7.96946, -2.44767, 3.02915)
H (2.94209, -6.22572, 0.52887)
H (-2.36464, 2.22457, 0.85669)

Calculated values
Gap between HOMO and LUMO (alpha / beta): 4.5470 / 5.5801 eV
Energy above the lowest of the compared OMol25 structures with the same formula, charge and spin: 28.7 kcal/mol
Net charge: -1
HOMO energy (alpha / beta): -0.0872 / -0.1252 hartree
Spin multiplicity: 2
<S²>: 0.78



[6]
ORCA calculation (wB97M-V/def2-TZVPD) on a 2-piece molecular cluster, C5H4Br2O3 overall at a distorted geometry.

Atoms and positions in Å:
Br (-2.34318, -1.01232, -1.08031)
Br (-0.91839, 0.69387, 2.93904)
O (-1.15201, 1.67324, 0.23800)
O (2.81069, 0.01030, -1.26795)
O (1.02813, 1.08673, -0.39371)
C (-0.34773, -0.62429, 1.71312)
C (0.54535, -0.88019, -1.56189)
C (-0.29499, 0.88675, -0.31349)
C (-0.58866, -0.35413, -0.95130)
C (1.63527, -0.02076, -1.11026)
H (0.85164, -1.65918, -2.22449)
H (-0.54272, 2.35736, 0.60265)
H (0.59754, -1.07672, 2.04735)
H (-1.28094, -1.08066, 1.36325)

Calculated values
Gap between HOMO and LUMO (alpha / beta): 7.1731 / 7.5087 eV
Energy above the lowest of the compared OMol25 structures with the same formula, charge and spin: 59.7 kcal/mol
Net charge: 0
HOMO energy (alpha / beta): -0.2884 / -0.3146 hartree